Record 1
{
  "formula": "C6H5P",
  "method": "ωB97M-V/def2-TZVPD",
  "homo_energy_ev": [-7.29, -8.78],
  "homo_lumo_gap_ev": [6.1, 8.3],
  "lumo_energy_ev": [-1.2, -0.5],
  "symbols": ["C", "C", "C", "C", "C", "C", "P", "H", "H", "H", "H", "H"],
  "xyz": [[-0.7352, -1.3888, 0.0578], [0.4333, -1.8118, -0.0581], [-0.1624, 0.8663, -0.0715], [1.1305, 0.4946, -0.2186], [-1.2081, -0.1464, 0.1781], [1.6020, -0.9615, -0.0734], [-3.4715, 0.4315, 0.0129], [-0.6034, 1.8793, -0.2940], [1.8367, 1.1709, -0.1313], [1.9479, -0.9600, 0.9726], [2.4287, -1.2715, -0.6670], [-3.1986, 1.6973, 0.2925]]
}

***

Record 2
{
  "formula": "C33H57BrN2O2SiTl",
  "method": "ωB97M-V/def2-TZVPD",
  "homo_energy_ev": [-10.17, -10.05],
  "homo_lumo_gap_ev": [5.0, 5.8],
  "charge": 1,
  "lumo_energy_ev": [-5.1, -4.2],
  "symbols": ["O", "O", "C", "C", "H", "H", "H", "H", "H", "C", "C", "H", "H", "H", "H", "H", "C", "C", "C", "H", "H", "H", "H", "H", "C", "H", "H", "H", "H", "H", "H", "N", "C", "C", "C", "C", "H", "H", "H", "C", "H", "H", "H", "N", "C", "C", "C", "C", "H", "C", "H", "C", "H", "C", "C", "C", "C", "C", "C", "H", "C", "H", "C", "H", "C", "C", "Tl", "H", "H", "H", "H", "H", "H", "H", "H", "H", "H", "H", "H", "H", "C", "Si", "H", "H", "C", "C", "C", "H", "H", "H", "H", "H", "H", "H", "H", "H", "Br"],
  "xyz": [[-0.7833, 2.0835, -1.2483], [2.2889, 2.5725, -2.8536], [-1.7470, 2.3898, -2.4126], [-3.0065, 3.0593, -1.9373], [-1.9396, 1.4107, -2.8524], [-1.1575, 3.0138, -3.0921], [-3.4799, 2.5390, -1.0978], [-3.7319, 3.0410, -2.7607], [-2.8340, 4.1057, -1.6749], [0.0190, 3.2762, -0.6667], [0.1209, 4.4822, -1.5735], [0.9972, 2.8314, -0.4721], [-0.4994, 3.5242, 0.2702], [0.8518, 4.3146, -2.3742], [0.5122, 5.3306, -0.9903], [-0.8336, 4.8105, -2.0055], [3.4222, 2.5762, -1.9799], [2.4445, 1.9513, -4.1321], [3.9113, 3.9885, -1.7340], [4.2398, 1.9579, -2.3899], [3.0781, 2.1364, -1.0308], [4.3248, 4.4175, -2.6536], [4.7128, 3.9554, -0.9921], [3.1195, 4.6482, -1.3609], [3.0727, 2.8845, -5.1447], [1.4306, 1.6773, -4.4419], [3.0299, 1.0187, -4.0497], [2.4825, 3.7982, -5.2693], [3.1153, 2.3698, -6.1051], [4.0908, 3.1524, -4.8525], [-0.2704, 1.1698, -1.5208], [-2.1860, -1.8008, 1.4556], [-1.9956, -3.0255, 1.8719], [-0.7241, -3.5983, 2.1053], [0.4649, -2.9233, 2.4342], [-3.1674, -3.9617, 2.0874], [-3.7305, -4.1223, 1.1590], [-3.8523, -3.5762, 2.8530], [-2.7887, -4.9267, 2.4301], [1.6625, -3.7952, 2.7496], [1.9782, -3.6733, 3.7959], [2.5171, -3.5588, 2.1016], [1.3989, -4.8454, 2.5974], [0.5426, -1.6133, 2.5124], [-3.3953, -1.1317, 1.2555], [-3.9239, -0.9668, -0.0587], [-3.1540, -1.3878, -1.2668], [-5.1772, -0.3871, -0.2271], [-5.5948, -0.3426, -1.2349], [-5.8820, 0.1230, 0.8640], [-6.8707, 0.5583, 0.7224], [-5.3064, 0.0958, 2.1330], [-5.8118, 0.5474, 2.9881], [-4.0659, -0.5009, 2.3410], [-3.4181, -0.4187, 3.6868], [1.4660, -0.9129, 3.2851], [2.6591, -0.4046, 2.7002], [2.9091, -0.6151, 1.2366], [3.6021, 0.2146, 3.5164], [4.5379, 0.5537, 3.0646], [3.3571, 0.3965, 4.8825], [4.1132, 0.8629, 5.5165], [2.1459, -0.0198, 5.4418], [1.9298, 0.1367, 6.5027], [1.1854, -0.6499, 4.6578], [-0.1240, -1.0852, 5.2374], [-0.8635, 1.1155, 1.6306], [-2.9137, -0.5210, -1.9030], [-3.7394, -2.0892, -1.8815], [-2.2145, -1.8645, -0.9899], [-3.1219, -1.4031, 4.0715], [-4.1072, 0.0497, 4.4005], [-2.5393, 0.2415, 3.6670], [3.6970, 0.0632, 0.8844], [2.0082, -0.4398, 0.6307], [3.2516, -1.6418, 1.0247], [-0.9770, -0.6645, 4.6884], [-0.2040, -0.7497, 6.2789], [-0.2365, -2.1796, 5.2288], [-0.6828, -4.6817, 2.1278], [0.4558, -0.0915, -2.4837], [1.0860, -1.8470, -2.7034], [-0.2956, 0.1721, -3.2438], [1.2635, 0.6459, -2.5266], [0.6336, -2.3476, -4.4811], [0.2870, -3.0620, -1.5165], [2.9575, -2.0267, -2.4830], [3.4790, -1.0678, -2.5947], [3.3717, -2.7227, -3.2306], [3.2096, -2.4239, -1.4894], [-0.4511, -2.2462, -4.6279], [0.9145, -3.3847, -4.7089], [1.1236, -1.6927, -5.2183], [-0.7489, -2.7845, -1.3063], [0.7988, -3.1015, -0.5476], [0.2715, -4.0800, -1.9356], [-1.9962, 3.0936, 3.2391]]
}

***

Record 3
{
  "formula": "H18O9",
  "method": "ωB97M-V/def2-TZVPD",
  "homo_energy_ev": -8.18,
  "homo_lumo_gap_ev": 8.1,
  "lumo_energy_ev": -0.1,
  "symbols": ["H", "H", "H", "H", "H", "H", "H", "H", "H", "H", "H", "H", "H", "H", "H", "H", "H", "H", "O", "O", "O", "O", "O", "O", "O", "O", "O"],
  "xyz": [[1.5739, -0.0227, 0.5630], [0.0680, 0.1664, 0.6447], [5.3853, -0.1358, 0.2299], [5.6483, 0.7230, -0.9963], [0.3043, -1.8259, -1.8096], [1.4356, -0.8502, -2.0892], [-1.5679, -0.3392, -1.5239], [-1.5129, 1.0707, -2.0890], [-1.9281, -4.1968, -0.7682], [-1.9611, -2.8400, -0.0841], [0.9393, -2.1414, 2.8552], [1.2713, -2.0180, 1.3772], [0.3842, 3.4721, -0.1528], [0.7783, 4.8704, -0.5995], [-1.3720, 1.0814, 2.5740], [-2.6584, 0.5580, 1.9566], [-3.8858, 1.2594, -0.2123], [-3.4696, -0.1318, 0.2364], [0.8552, 0.5143, 0.2107], [6.0130, 0.4995, -0.1326], [1.1538, -1.5284, -1.4650], [-1.9195, 0.5480, -1.3887], [-1.3762, -3.4316, -0.5708], [1.1145, -1.4891, 2.1676], [0.0242, 4.2720, -0.5521], [-2.0842, 1.3319, 1.9749], [-3.2135, 0.5839, -0.3562]]
}

***

Values of energy relative to the best compared isomer or geometry (same formula, charge and spin), in order: 99.29, 36.40, 169.59, all in kcal per mole.